<i>
# CH3NO2S2

3 unconnected molecules or ions with the total composition CH3NO2S2 (ωB97M-V/def2-TZVPD, OMol25).

Geometry as XYZ:
```
9
Properties=species:S:1:pos:R:3
O 0.86601 1.09545 -0.82784
C 1.28904 1.86178 -0.06278
O 1.71404 2.58784 0.72289
N 3.18977 -0.36385 -0.72210
S 2.36052 -1.16137 0.36195
H 4.20943 -0.73494 -0.82274
S -4.89862 -0.75978 0.03191
H -3.61816 -0.60996 0.58790
H -5.11202 -1.91517 0.73080
```

Summary:
- SMILES string: O=C=O.N=S.S
- Multiplicity: 1
- E_LUMO (alpha / beta): -1.6 / -1.6 eV
- Charge: 0

For reference, the Mulliken charges in units of e are: number 1, O, carries -0.380; number 2, C, carries 0.773; number 3, O, carries -0.378; number 4, N, carries -0.346; number 5, S, carries 0.063; number 6, H, carries 0.267; number 7, S, carries -0.303; number 8, H, carries 0.154; number 9, H, carries 0.150

***

<ii>
# CH3NO2S2

2 unconnected molecules or ions with the total composition CH3NO2S2 (ωB97M-V/def2-TZVPD, OMol25).

Geometry as XYZ:
```
9
Properties=species:S:1:pos:R:3
C -1.23761 0.01557 0.03859
N 2.65374 1.40997 -0.04156
O 1.58400 1.22451 -0.57695
O -1.41741 -2.46546 0.45831
S 3.74183 0.34389 0.27021
S -2.16152 -1.52122 -0.39081
H -1.53720 0.82505 -0.65626
H -1.41782 0.28929 1.03603
H -0.20801 -0.12160 -0.13757
```

Summary:
- Multiplicity: 1
- E_LUMO (alpha / beta): -1.3 / -2.3 eV
- Charge: 0

For reference, the Mulliken charges in units of e are: number 1, C, carries -0.746; number 2, N, carries 0.283; number 3, O, carries -0.302; number 4, O, carries -0.425; number 5, S, carries -0.008; number 6, S, carries 0.327; number 7, H, carries 0.315; number 8, H, carries 0.341; number 9, H, carries 0.216

***

<iii>
# CH3NO2S2

2 unconnected molecules or ions with the total composition CH3NO2S2 (ωB97M-V/def2-TZVPD, OMol25).

Geometry as XYZ:
```
9
Properties=species:S:1:pos:R:3
C -0.83917 1.74825 -1.11543
N 1.74082 -1.81707 1.24232
O -0.28288 -2.12465 -0.22587
O -0.24847 0.84826 1.23951
S 0.85674 -1.30442 0.13492
S -1.02315 1.85150 0.46664
H -1.57793 2.44192 -1.51419
H -0.32376 1.10027 -1.83783
H 1.69780 -2.74406 1.60993
```

Summary:
- Multiplicity: 1
- E_LUMO: -0.5 eV
- Charge: 0

For reference, the Mulliken charges in units of e are: number 1, C, carries -0.365; number 2, N, carries -0.444; number 3, O, carries -0.480; number 4, O, carries -0.490; number 5, S, carries 0.623; number 6, S, carries 0.345; number 7, H, carries 0.279; number 8, H, carries 0.259; number 9, H, carries 0.272

***

Stability ranking, top entry: <i>; the second entry is 0.0377 hartree less favorable.

***

<i>
# C5H6Br2

C5H6Br2 in the gas phase (ωB97M-V/def2-TZVPD, OMol25).

Geometry as XYZ:
```
13
Properties=species:S:1:pos:R:3
C -2.09379 0.06647 -1.96265
C -0.95369 -0.07637 -1.00393
C -0.10400 0.06630 -0.14838
C 1.10784 0.01247 0.54982
C 1.20838 -0.08525 2.07980
Br 2.17957 1.59841 -0.12801
Br 2.16708 -1.67566 -0.01792
H -2.00966 1.05190 -2.58723
H -3.02705 0.11900 -1.43131
H -2.05509 -0.84187 -2.70789
H 2.19855 0.29312 2.32801
H 0.90984 -1.12201 2.37906
H 0.47202 0.59348 2.65064
```

Summary:
- SMILES string: CC#CC(C)(Br)Br
- Multiplicity: 1
- E_LUMO: 0.0 eV
- Charge: 0

For reference, the Mulliken charges in units of e are: number 1, C, carries -1.038; number 2, C, carries 0.822; number 3, C, carries -0.515; number 4, C, carries 0.055; number 5, C, carries -0.957; number 6, Br, carries -0.087; number 7, Br, carries -0.114; number 8, H, carries 0.255; number 9, H, carries 0.297; number 10, H, carries 0.273; number 11, H, carries 0.347; number 12, H, carries 0.361; number 13, H, carries 0.303

***

<ii>
# C5H6Br2

A molecular structure, C5H6Br2 (ωB97M-V/def2-TZVPD, OMol25).

Geometry as XYZ:
```
13
Properties=species:S:1:pos:R:3
C -0.93743 0.12397 0.72791
C -0.16915 0.99174 0.53704
C -1.93555 -0.97161 0.87083
C 1.91411 0.62358 -0.96256
C 2.89420 0.05475 -0.25478
Br 2.94167 -1.69191 0.39977
Br 4.59382 0.99192 0.06932
H -2.90957 -0.64219 1.47957
H -1.47424 -1.90226 1.27119
H -2.35423 -1.33916 -0.10164
H 1.19522 -0.17393 -1.11981
H 2.15288 1.59453 -1.41444
H 0.46659 1.58419 0.42100
```

Summary:
- Multiplicity: 1
- E_LUMO: 0.5 eV
- Charge: 0

For reference, the Mulliken charges in units of e are: number 1, C, carries -0.125; number 2, C, carries -0.225; number 3, C, carries -1.163; number 4, C, carries -0.943; number 5, C, carries 0.337; number 6, Br, carries -0.053; number 7, Br, carries -0.160; number 8, H, carries 0.255; number 9, H, carries 0.277; number 10, H, carries 0.279; number 11, H, carries 0.337; number 12, H, carries 0.400; number 13, H, carries 0.783

***

Stability ranking, top entry: <i>; the second entry is 0.0858 hartree less favorable.

***

<i>
# H2LiO

A molecular structure, H2LiO (ωB97M-V/def2-TZVPD, OMol25).

Geometry as XYZ:
```
4
Properties=species:S:1:pos:R:3
O 1.59988 1.66069 1.64843
H 2.09197 2.23644 2.27661
H 1.45629 0.82140 2.14161
Li 1.18440 1.97488 0.31159
```

Summary:
- Multiplicity: 1
- E_LUMO: -4.9 eV
- Charge: +1

For reference, the Mulliken charges in units of e are: number 1, O, carries -0.655; number 2, H, carries 0.393; number 3, H, carries 0.393; number 4, Li, carries 0.870

***

<ii>
# H2LiO

A molecular structure, H2LiO (ωB97M-V/def2-TZVPD, OMol25).

Geometry as XYZ:
```
4
Properties=species:S:1:pos:R:3
O -0.21366 0.18110 -0.33444
H 0.52680 0.77388 -0.59632
H -0.18959 -0.55098 -0.99151
Li -0.12355 -0.40400 1.92226
```

Summary:
- Multiplicity: 1
- E_LUMO: -5.2 eV
- Charge: +1

For reference, the Mulliken charges in units of e are: number 1, O, carries -0.705; number 2, H, carries 0.374; number 3, H, carries 0.370; number 4, Li, carries 0.961

***

Stability ranking, top entry: <ii>; the second entry is 0.0215 hartree less favorable.

***

<i>
# C6H18BrNSi2

2 unconnected molecules or ions with the total composition C6H18BrNSi2 (ωB97M-V/def2-TZVPD, OMol25).

Geometry as XYZ:
```
28
Properties=species:S:1:pos:R:3
C 0.56868 0.01903 -2.53847
C 1.63597 2.17558 -0.80567
C 2.89846 -0.75363 -0.80830
C -1.62149 -1.37472 2.63822
C -2.09284 1.38238 1.26847
C -1.88004 -1.50450 -0.42629
N 0.46931 -0.32930 0.55510
Si 1.29991 0.27221 -0.78782
Si -1.17378 -0.38382 1.04979
Br 1.77377 1.11113 2.56351
H 1.47176 0.10262 -3.22824
H 0.15461 -0.98396 -2.52854
H -0.14967 0.71508 -2.76496
H 2.55799 2.44478 -0.41512
H 1.44654 2.42905 -1.83686
H 0.83474 2.66991 -0.20698
H 3.12468 -1.34982 -1.73820
H 3.71467 -0.21548 -0.51027
H 2.62279 -1.57413 -0.06157
H -0.74905 -1.64505 3.11232
H -2.25720 -0.87816 3.45252
H -2.18642 -2.29832 2.28616
H -2.54349 1.62581 2.25645
H -1.23431 2.06867 1.01570
H -2.96146 1.59345 0.57658
H -2.82852 -1.92549 -0.31404
H -1.84920 -1.10365 -1.46363
H -1.04641 -2.28969 -0.33986
```

Summary:
- Multiplicity: 1
- E_LUMO (alpha / beta): -3.7 / -3.7 eV
- Charge: 0

For reference, the Mulliken charges in units of e are: number 1, C, carries -1.171; number 2, C, carries -1.042; number 3, C, carries -1.105; number 4, C, carries -1.090; number 5, C, carries -0.885; number 6, C, carries -1.077; number 7, N, carries 0.274; number 8, Si, carries 0.376; number 9, Si, carries 0.238; number 10, Br, carries -0.186; number 11, H, carries 0.301; number 12, H, carries 0.340; number 13, H, carries 0.374; number 14, H, carries 0.400; number 15, H, carries 0.344; number 16, H, carries 0.239; number 17, H, carries 0.329; number 18, H, carries 0.413; number 19, H, carries 0.252; number 20, H, carries 0.358; number 21, H, carries 0.302; number 22, H, carries 0.285; number 23, H, carries 0.338; number 24, H, carries 0.107; number 25, H, carries 0.317; number 26, H, carries 0.433; number 27, H, carries 0.276; number 28, H, carries 0.260

***

<ii>
# C6H18BrNSi2

A molecular structure, C6H18BrNSi2 (ωB97M-V/def2-TZVPD, OMol25).

Geometry as XYZ:
```
28
Properties=species:S:1:pos:R:3
C 0.45426 2.23201 -1.47259
C -0.83499 0.02656 -1.99928
C -0.51540 1.64524 2.03088
C -1.34467 -0.72792 1.53935
C 0.30159 0.72075 -1.29044
C -0.85772 0.64370 0.89714
N 0.30944 0.29300 0.12389
Si 2.34662 -2.73763 -0.80937
Si 1.77633 -0.51031 0.76420
Br 3.61597 0.74566 0.33406
H -0.43119 2.75957 -1.23465
H 1.25855 2.42280 -0.86490
H 0.54004 2.53372 -2.57660
H -1.77668 0.63615 -2.05166
H -1.03912 -0.94710 -1.32757
H -0.36096 -0.30234 -3.05379
H -0.01734 2.48097 1.67473
H -1.42345 1.86798 2.61086
H 0.12172 1.06442 2.65833
H -2.14399 -0.58113 2.38374
H -0.53974 -1.18837 2.06184
H -1.74826 -1.51361 0.78926
H 1.23619 0.32167 -1.55473
H -1.60415 1.16629 0.15305
H 1.39770 -2.62106 -1.92209
H 3.64877 -2.49878 -1.38996
H 2.20958 -3.98818 -0.12024
H 1.60392 -0.50332 2.25540
```

Summary:
- Multiplicity: 1
- E_LUMO: 0.4 eV
- Charge: 0

For reference, the Mulliken charges in units of e are: number 1, C, carries -1.533; number 2, C, carries -0.914; number 3, C, carries -1.490; number 4, C, carries -1.119; number 5, C, carries -0.087; number 6, C, carries 0.225; number 7, N, carries 0.343; number 8, Si, carries 0.497; number 9, Si, carries 0.209; number 10, Br, carries -0.302; number 11, H, carries 0.325; number 12, H, carries 0.408; number 13, H, carries 0.362; number 14, H, carries 0.301; number 15, H, carries 0.113; number 16, H, carries 0.332; number 17, H, carries 0.419; number 18, H, carries 0.401; number 19, H, carries 0.322; number 20, H, carries 0.328; number 21, H, carries 0.339; number 22, H, carries 0.242; number 23, H, carries 0.581; number 24, H, carries 0.222; number 25, H, carries -0.137; number 26, H, carries -0.123; number 27, H, carries -0.136; number 28, H, carries -0.131

***

Stability ranking, top entry: <ii>; the second entry is 0.0180 hartree less favorable.